No. 1
C4H8N2O | ωB97M-V/def2-TZVPD

Calculated values
ΔE to the lowest compared entry with this formula, charge and spin ... 71.10 kcal per mole
Spin multiplicity ... 1
LUMO energy ... 1.122 eV
HOMO level ... -8.8 eV
DFT total energy ... -9303.310 eV

```
15
Properties=species:S:1:pos:R:3:forces:R:3
C 1.6402 0.0201 0.6684 0.0 -0.1 0.2
H 2.0208 1.0336 0.4988 -0.2 -0.2 0.0
H 1.1726 -0.0208 1.6561 0.2 0.1 0.1
N -0.2232 2.0161 -0.4206 0.3 0.2 -0.1
H 0.7136 0.6361 -1.7746 -0.9 0.9 -0.4
O 0.4005 -1.5656 -0.6221 0.3 0.3 0.2
C 0.5701 -0.4044 -0.3058 -0.1 -0.4 0.3
H 0.0303 2.0895 0.5526 -0.2 -0.2 -0.1
C -1.9910 -1.1473 0.6437 -0.7 -1.1 0.4
N -2.2574 -2.2799 0.7913 0.3 1.0 -0.2
H -1.0793 2.5152 -0.6168 0.1 -0.3 0.1
H -2.2674 -3.2783 0.8071 0.0 0.0 0.0
H -1.0616 0.3778 -1.4904 0.4 -0.1 0.1
H 2.4602 -0.6959 0.6315 -0.1 0.0 0.1
C -0.1284 0.7040 -1.0193 0.6 -0.2 -0.7
```
Forces are in eV/Å.

No. 2
C4H8N2O | ωB97M-V/def2-TZVPD

Calculated values
SMILES string ... NC(=O)CN1CC1
ΔE to the lowest compared entry with this formula, charge and spin ... 37.70 kcal per mole
Spin multiplicity ... 1
LUMO energy ... 1.016 eV
HOMO level ... -9.6 eV
DFT total energy ... -9304.758 eV

```
15
Properties=species:S:1:pos:R:3:forces:R:3
C -1.7009 0.7858 0.7773 -0.1 0.1 0.2
N 1.6662 -0.1821 -1.3485 0.1 0.1 0.0
C 1.7392 -0.5947 -0.0534 0.1 -0.1 0.1
C 0.5160 -0.2794 0.8007 0.1 -0.1 0.1
H -1.9158 0.1507 1.6370 0.0 0.1 -0.1
H -2.1118 1.7897 0.8318 0.0 -0.1 0.0
H 1.0002 0.5343 -1.5946 0.1 -0.1 0.1
H 0.0194 -1.2416 1.0161 0.1 0.1 0.0
C -1.5159 0.1072 -0.5255 -0.2 -0.1 -0.2
N -0.3823 0.6778 0.1820 0.2 0.0 0.0
H -1.6047 -0.9780 -0.5245 0.0 0.1 -0.1
H -1.7857 0.5969 -1.4572 0.0 -0.1 0.2
H 2.5109 -0.2670 -1.8933 -0.1 0.0 0.0
H 0.8842 0.1190 1.7501 0.0 0.0 -0.1
O 2.6808 -1.2186 0.4020 -0.3 0.1 -0.1
```
Forces are in eV/Å.

No. 3
C4H8N2O | ωB97M-V/def2-TZVPD

Calculated values
SMILES string ... C[C@H]1NC/C1=N\O
ΔE to the lowest compared entry with this formula, charge and spin ... 88.41 kcal per mole
Spin multiplicity ... 1
LUMO energy ... 0.878 eV
HOMO level ... -9.5 eV
DFT total energy ... -9302.559 eV

```
15
Properties=species:S:1:pos:R:3:forces:R:3
H 0.7798 2.5639 -1.5834 0.0 0.1 -0.2
H -2.1038 0.9287 -0.4946 0.1 0.0 0.1
N 0.6748 0.6776 -1.6766 -0.2 -0.3 0.5
C 1.2864 -1.2220 0.8977 0.0 0.0 0.0
O 0.2318 1.9639 -2.1084 0.0 0.3 0.1
C -0.0311 0.3039 -0.6991 0.2 0.1 -0.3
H -1.9287 -0.9119 0.9901 0.1 0.1 0.0
H -1.0291 1.7870 0.6337 0.0 -0.2 -0.1
H 1.5618 -0.3427 1.4889 0.0 -0.1 -0.1
H -0.3084 -1.8354 -0.4348 0.0 0.1 0.1
H 1.1501 -2.0654 1.5815 0.0 0.1 -0.1
H 2.1029 -1.4539 0.2059 -0.1 0.0 0.1
C -0.0007 -0.9505 0.1386 0.2 -0.2 -0.1
C -1.1888 0.8403 0.1031 -0.1 0.3 -0.1
N -1.0819 -0.3553 0.9761 -0.2 -0.2 0.1
```
Forces are in eV/Å.

Listing gap between HOMO and LUMO for the structures above in their given order: 9.95, 10.58, 10.35 eV.
Listing largest force on an atom for the structures above in their given order: 1.31, 0.37, 0.62 eV/A.